Molecular formula: C4H7NO2
Method: DFT, ωB97M-V/def2-TZVPD

Results
total energy: -361.6432 Ha
LUMO energy: 0.99 eV
HOMO-LUMO gap: 9.88 eV
energy above the lowest of the compared OMol25 structures with the same formula, charge and spin: 624.0 kJ/mol
SMILES: CC1=CN1O.C=O
HOMO level: -0.3266 hartree
2S+1: 1
maximum force: 0.8 eV/Å

Geometry (Å):
C  -0.7880  1.5825  0.6355
C  -0.1290  0.5822  -0.1932
N  1.1729  0.0329  -0.2464
O  2.0518  1.1886  -0.1901
C  0.0222  0.0388  -1.3463
C  -0.4973  -2.4745  0.2790
O  -1.3294  -1.9502  0.9793
H  -0.1591  2.4790  0.6277
H  -1.7558  1.8104  0.1873
H  -0.9057  1.2208  1.6554
H  2.8925  0.7983  0.0911
H  -0.3787  0.1458  -2.3446
H  -0.7528  -3.3125  -0.4009
H  0.5564  -2.1422  0.2661

***

Molecular formula: C4H7NO2
Method: DFT, ωB97M-V/def2-TZVPD

Results
total energy: -361.8519 Ha
LUMO energy: 0.93 eV
HOMO-LUMO gap: 11.21 eV
energy above the lowest of the compared OMol25 structures with the same formula, charge and spin: 76.1 kJ/mol
HOMO level: -0.3777 hartree
2S+1: 1
maximum force: 0.6 eV/Å

Geometry (Å):
C  1.5849  0.0758  -0.8801
C  0.2975  0.4692  -0.1639
C  -0.8022  -0.5956  -0.0470
O  -0.4083  -0.8283  1.3632
C  0.4144  0.2552  1.3422
O  0.9945  0.7565  2.2569
N  -2.1295  -0.1129  -0.1790
H  1.9385  -0.9001  -0.5289
H  1.4499  0.0271  -1.9649
H  2.3638  0.8116  -0.6583
H  -0.0547  1.4563  -0.4792
H  -0.6670  -1.5199  -0.6140
H  -2.2148  0.8192  0.2173
H  -2.7671  -0.7141  0.3357